Formula: CF6P
Source: the Open Molecules 2025 dataset
Level of theory: ωB97M-V/def2-TZVPD

## Properties
Net charge = +1
Orbital gap = 12.839 eV
Lowest unoccupied orbital energy = -0.263 hartree
HOMO energy = -19.998 eV
Relative energy (zero: lowest compared OMol25 entry of this formula, charge and spin) = 0.0 kcal/mol
Spin multiplicity = 1

Geometry (Å):
C 1.0130 -0.0330 0.0436
F 1.3847 0.8547 0.9028
F 1.3566 0.2662 -1.1709
F 1.3772 -1.2344 0.3774
F -1.9518 1.3257 0.4898
F -1.5878 -1.2840 0.7230
F -1.4195 -0.3360 -1.4602
P -0.9552 -0.1192 -0.0269

Charges in e, computed with natural (NBO), in the same order as the atoms: atom 1 (C): 0.856, atom 2 (F): -0.234, atom 3 (F): -0.241, atom 4 (F): -0.243, atom 5 (F): -0.454, atom 6 (F): -0.459, atom 7 (F): -0.464, atom 8 (P): 2.237

=====

Formula: CH10F5N2OTeTi
Source: the Open Molecules 2025 dataset
Level of theory: ωB97M-V/def2-TZVPD

## Properties
Net charge = +1
Orbital gap = 9.801 eV
Lowest unoccupied orbital energy = -0.212 hartree
HOMO energy = -15.578 eV
Spin multiplicity = 1

Geometry (Å):
C -3.6538 -0.3757 0.3793
Ti 0.8054 0.4412 -0.6621
N 1.6569 1.5446 0.8852
N -0.3767 1.9290 -1.6230
H 2.5834 1.9901 0.7222
H -3.7160 -0.0443 1.4186
H -3.7086 -1.4505 0.3192
H -2.6556 -0.0766 0.0887
H -4.4313 0.0586 -0.2472
H 0.1742 2.1853 -2.4449
H -0.5275 2.7702 -1.0561
H -1.2926 1.6032 -1.9493
H 0.9967 2.3033 1.1326
H 1.7416 0.9125 1.6996
F 3.4185 -3.0237 -0.4159
Te 1.8125 -2.3392 0.3133
F 1.8615 -3.0195 2.0802
F -0.4819 -0.2695 0.4820
F 1.0551 -4.0241 -0.2130
F 3.1375 -0.9343 1.0660
O 1.6005 -0.1806 -1.9755

Charges in e, computed with natural (NBO), in the same order as the atoms: atom 1 (C): -0.853, atom 2 (Ti): 1.695, atom 3 (N): -1.094, atom 4 (N): -1.059, atom 5 (H): 0.446, atom 6 (H): 0.221, atom 7 (H): 0.226, atom 8 (H): 0.186, atom 9 (H): 0.219, atom 10 (H): 0.436, atom 11 (H): 0.422, atom 12 (H): 0.449, atom 13 (H): 0.419, atom 14 (H): 0.462, atom 15 (F): -0.570, atom 16 (Te): 2.584, atom 17 (F): -0.576, atom 18 (F): -0.609, atom 19 (F): -0.623, atom 20 (F): -0.703, atom 21 (O): -0.678

=====

Formula: CH10N2O2
Source: the Open Molecules 2025 dataset
Level of theory: ωB97M-V/def2-TZVPD

## Properties
Net charge = 0
Orbital gap = 10.617 eV
Lowest unoccupied orbital energy = 0.027 hartree
HOMO energy = -9.878 eV
Relative energy (zero: lowest compared OMol25 entry of this formula, charge and spin) = 2.2 kcal/mol
Spin multiplicity = 1
Structure (SMILES) = NCN.O.O

Geometry (Å):
N -2.5249 0.5976 -0.2323
C -1.2805 -0.0999 -0.0615
N -0.3135 -0.3538 -1.1800
H -2.3063 1.5574 -0.4828
H -3.1172 0.2275 -0.9654
H -0.6617 0.4203 0.6723
H -1.4807 -1.0767 0.3786
H -0.3903 0.4375 -1.8062
H -0.5786 -1.1843 -1.7033
H 2.6253 1.1356 2.6038
H 2.1564 -0.0775 1.8256
O 1.9565 0.4556 2.6052
H 2.6650 -0.8210 -0.8830
H 1.1738 -0.6110 -0.6129
O 2.0766 -0.6073 -0.1581

Charges in e, computed with natural (NBO), in the same order as the atoms: atom 1 (N): -0.818, atom 2 (C): -0.072, atom 3 (N): -0.851, atom 4 (H): 0.352, atom 5 (H): 0.356, atom 6 (H): 0.200, atom 7 (H): 0.181, atom 8 (H): 0.364, atom 9 (H): 0.365, atom 10 (H): 0.460, atom 11 (H): 0.497, atom 12 (O): -0.963, atom 13 (H): 0.461, atom 14 (H): 0.486, atom 15 (O): -1.018

=====

Formula: CH10N2O3
Source: the Open Molecules 2025 dataset
Level of theory: ωB97M-V/def2-TZVPD

## Properties
Net charge = -1
Orbital gap (spin up / spin down) = 8.975 / 6.878 eV
Lowest unoccupied orbital energy (spin up / spin down) = 0.158 / 0.083 hartree
HOMO energy (spin up / spin down) = -4.672 / -4.606 eV
Expectation value of S² = 0.757
Relative energy (zero: lowest compared OMol25 entry of this formula, charge and spin) = 22.9 kcal/mol
Spin multiplicity = 2

Geometry (Å):
N -0.5738 1.0011 0.1666
C -1.0190 0.0170 1.0894
N -0.8098 -1.2317 0.3647
H -1.1422 0.9438 -0.7273
H 0.4502 1.2487 0.1163
H -2.0890 0.1441 1.2207
H 0.1855 -1.2811 0.0606
H 2.1395 -0.0395 0.1624
H -1.4052 -1.0708 -0.5103
O 2.0772 -1.1178 0.0844
H -0.5089 0.0611 2.0397
H -2.8838 -0.0332 -2.1666
O -2.2671 0.0488 -1.4302
H 2.6189 2.0051 0.5721
H 2.9986 -1.3166 -0.1440
O 2.1194 1.3318 0.1205

Charges in e, computed with natural (NBO), in the same order as the atoms: atom 1 (N): -0.490, atom 2 (C): -0.109, atom 3 (N): -0.731, atom 4 (H): 0.451, atom 5 (H): 0.441, atom 6 (H): 0.193, atom 7 (H): 0.409, atom 8 (H): 0.506, atom 9 (H): 0.438, atom 10 (O): -1.074, atom 11 (H): 0.178, atom 12 (H): 0.437, atom 13 (O): -1.305, atom 14 (H): 0.439, atom 15 (H): 0.448, atom 16 (O): -1.230

=====

Formula: CH10N2O3
Source: the Open Molecules 2025 dataset
Level of theory: ωB97M-V/def2-TZVPD

## Properties
Net charge = +1
Orbital gap (spin up / spin down) = 9.381 / 5.774 eV
Lowest unoccupied orbital energy (spin up / spin down) = -0.187 / -0.320 hartree
HOMO energy (spin up / spin down) = -14.477 / -14.476 eV
Expectation value of S² = 0.760
Relative energy (zero: lowest compared OMol25 entry of this formula, charge and spin) = 38.5 kcal/mol
Spin multiplicity = 2

Geometry (Å):
N -0.5298 -0.6712 1.2282
C -0.4602 0.1192 2.3171
N 0.1618 -0.3543 3.3180
H -1.1246 -0.3606 0.4163
H -0.8058 -1.6234 1.6436
H -0.6231 1.2452 2.3094
H 0.8010 0.3919 3.6273
H 1.0247 1.5855 -2.1701
H -0.2378 2.3849 -2.5642
O 0.1568 1.4876 -2.7121
H 1.1957 -0.5515 0.0555
H 2.3888 -0.7634 -0.8843
O 1.5585 -0.3416 -0.8049
H -0.9770 -0.1690 -2.1153
H -1.2505 -1.5892 -2.1922
O -1.2785 -0.7901 -1.4722

Charges in e, computed with natural (NBO), in the same order as the atoms: atom 1 (N): -0.674, atom 2 (C): 0.314, atom 3 (N): -0.259, atom 4 (H): 0.495, atom 5 (H): 0.454, atom 6 (H): 0.253, atom 7 (H): 0.394, atom 8 (H): 0.492, atom 9 (H): 0.477, atom 10 (O): -0.962, atom 11 (H): 0.458, atom 12 (H): 0.483, atom 13 (O): -0.940, atom 14 (H): 0.509, atom 15 (H): 0.500, atom 16 (O): -0.995

=====

Formula: CH10NO3
Source: the Open Molecules 2025 dataset
Level of theory: ωB97M-V/def2-TZVPD

## Properties
Net charge = +1
Orbital gap = 10.566 eV
Lowest unoccupied orbital energy = -0.176 hartree
HOMO energy = -15.353 eV
Relative energy (zero: lowest compared OMol25 entry of this formula, charge and spin) = 13.4 kcal/mol
Spin multiplicity = 1

Geometry (Å):
C 0.9187 -0.3145 0.6844
N 1.9997 -0.2732 -0.0523
H 0.9058 -0.8461 1.6640
H 0.1564 0.4654 0.4700
H 1.9222 0.1791 -0.9250
H 2.9042 -0.5706 0.2536
H -0.6688 -3.1141 -0.5750
H -1.0699 -2.7548 0.8220
O -1.0106 -2.3869 -0.0531
H -1.5861 2.7215 1.0228
H -2.4221 1.4807 1.2305
O -1.6022 1.7098 0.8856
H -0.7518 1.2868 -1.3010
H 0.2019 1.4736 -2.4682
O 0.1026 0.9433 -1.6582

Charges in e, computed with natural (NBO), in the same order as the atoms: atom 1 (C): 0.176, atom 2 (N): -0.602, atom 3 (H): 0.225, atom 4 (H): 0.276, atom 5 (H): 0.448, atom 6 (H): 0.433, atom 7 (H): 0.484, atom 8 (H): 0.473, atom 9 (O): -0.938, atom 10 (H): 0.496, atom 11 (H): 0.486, atom 12 (O): -0.969, atom 13 (H): 0.507, atom 14 (H): 0.496, atom 15 (O): -0.993

=====

Formula: CH10Na4O8
Source: the Open Molecules 2025 dataset
Level of theory: ωB97M-V/def2-TZVPD

## Properties
Net charge = +2
Orbital gap = 2.880 eV
Lowest unoccupied orbital energy = -0.297 hartree
HOMO energy = -10.969 eV
Spin multiplicity = 1

Geometry (Å):
Na 4.8427 -13.2614 2.7179
Na 7.0270 -8.5611 0.1077
Na 2.1906 -10.4852 -0.7162
Na 4.4089 -14.6194 -3.1340
C 7.6540 -12.5075 -1.2237
O 8.5439 -11.8450 -0.7129
O 6.4167 -12.2882 -0.9556
O 7.9223 -13.3636 -2.0506
O 8.8594 -11.6267 3.5118
H 9.7829 -11.7766 3.7144
H 8.8300 -11.5654 2.5570
O 9.3316 -17.9487 -3.8354
H 9.0081 -17.1947 -3.3425
H 9.5244 -18.6071 -3.1679
O 12.3621 -13.0759 1.3721
H 11.6253 -12.8338 0.8111
H 12.2164 -14.0002 1.5741
O 12.2587 -13.5245 -3.2101
H 11.4152 -13.5931 -2.7627
H 12.6161 -12.6850 -2.9210
O 7.6318 -11.7724 -5.8577
H 8.4230 -11.9064 -6.3796
H 7.8230 -12.1933 -5.0196

Charges in e, computed with natural (NBO), in the same order as the atoms: atom 1 (Na): 0.884, atom 2 (Na): 0.970, atom 3 (Na): 0.684, atom 4 (Na): 0.966, atom 5 (C): 0.895, atom 6 (O): -0.791, atom 7 (O): -0.905, atom 8 (O): -0.704, atom 9 (O): -0.965, atom 10 (H): 0.492, atom 11 (H): 0.473, atom 12 (O): -0.931, atom 13 (H): 0.461, atom 14 (H): 0.470, atom 15 (O): -0.938, atom 16 (H): 0.469, atom 17 (H): 0.469, atom 18 (O): -0.936, atom 19 (H): 0.470, atom 20 (H): 0.467, atom 21 (O): -0.955, atom 22 (H): 0.480, atom 23 (H): 0.475

=====

Formula: CH10O5
Source: the Open Molecules 2025 dataset
Level of theory: ωB97M-V/def2-TZVPD

## Properties
Net charge = 0
Orbital gap = 10.672 eV
Lowest unoccupied orbital energy = 0.017 hartree
HOMO energy = -10.198 eV
Relative energy (zero: lowest compared OMol25 entry of this formula, charge and spin) = 20.8 kcal/mol
Spin multiplicity = 1
Structure (SMILES) = C=O.O.O.O.O

Geometry (Å):
O -3.3198 -3.2483 -1.2890
C -2.1354 -3.4502 -1.2356
H -1.5080 -3.4861 -2.1391
H -1.6347 -3.4168 -0.2492
H 2.6966 -2.7237 -1.3404
H 1.1721 -2.5660 -1.1194
O 1.8613 -2.5623 -1.7759
H 1.8966 2.7798 0.6831
H 1.6900 3.0107 -0.8718
O 1.9420 3.4204 -0.0270
H 0.1674 1.7115 1.7672
H 1.0691 0.5181 2.3154
O 0.4926 0.8421 1.6184
H 0.6916 4.1516 1.8337
H -0.6660 4.3721 2.2057
O -0.0786 3.6293 2.0513

Charges in e, computed with natural (NBO), in the same order as the atoms: atom 1 (O): -0.488, atom 2 (C): 0.268, atom 3 (H): 0.117, atom 4 (H): 0.103, atom 5 (H): 0.473, atom 6 (H): 0.469, atom 7 (O): -0.941, atom 8 (H): 0.480, atom 9 (H): 0.486, atom 10 (O): -0.966, atom 11 (H): 0.498, atom 12 (H): 0.473, atom 13 (O): -0.976, atom 14 (H): 0.482, atom 15 (H): 0.479, atom 16 (O): -0.954

=====

Formula: CH10O6
Source: the Open Molecules 2025 dataset
Level of theory: ωB97M-V/def2-TZVPD

## Properties
Net charge = 0
Orbital gap = 11.284 eV
Lowest unoccupied orbital energy = 0.010 hartree
HOMO energy = -11.005 eV
Relative energy (zero: lowest compared OMol25 entry of this formula, charge and spin) = 37.3 kcal/mol
Spin multiplicity = 1
Structure (SMILES) = O=CO.O.O.O.O

Geometry (Å):
O 0.3049 -0.8036 -2.8929
C 1.2160 -0.9835 -2.1485
O 1.0219 -1.1504 -0.8193
H 2.2164 -1.2012 -2.5328
H 1.3070 -0.4599 -0.2315
H 2.5758 2.6598 -0.8215
H 1.4970 1.6719 -0.4323
O 2.1415 1.8508 -1.1325
H -2.9181 -0.5584 2.7054
H -2.9951 -1.1894 1.3939
O -2.4175 -1.1404 2.1513
H -1.2872 0.4412 -0.6384
H -1.8423 1.0255 0.6852
O -1.7072 1.1898 -0.2482
H 0.9984 -0.8263 1.5541
H -0.4979 -0.3463 1.5256
O 0.3865 -0.1794 1.8824

Charges in e, computed with natural (NBO), in the same order as the atoms: atom 1 (O): -0.524, atom 2 (C): 0.658, atom 3 (O): -0.759, atom 4 (H): 0.114, atom 5 (H): 0.502, atom 6 (H): 0.478, atom 7 (H): 0.470, atom 8 (O): -0.946, atom 9 (H): 0.473, atom 10 (H): 0.474, atom 11 (O): -0.938, atom 12 (H): 0.477, atom 13 (H): 0.464, atom 14 (O): -0.942, atom 15 (H): 0.465, atom 16 (H): 0.489, atom 17 (O): -0.954

=====

Formula: CH10SSi3
Source: the Open Molecules 2025 dataset
Level of theory: ωB97M-V/def2-TZVPD

## Properties
Net charge = 0
Orbital gap = 9.467 eV
Lowest unoccupied orbital energy = 0.018 hartree
HOMO energy = -8.979 eV
Relative energy (zero: lowest compared OMol25 entry of this formula, charge and spin) = 16.2 kcal/mol
Spin multiplicity = 1
Structure (SMILES) = [SiH3][SiH2][SiH2]CS

Geometry (Å):
C 0.9505 -1.0079 1.4721
Si 0.3274 1.3202 -1.9887
Si -0.9361 -1.4297 0.4667
Si -1.4801 0.5438 -0.9662
S 1.0148 0.7231 1.9853
H 0.8431 -1.5443 2.4440
H 1.7199 -1.1013 0.6823
H 1.3015 0.1751 -2.2212
H 0.4173 2.2003 -3.1252
H 1.0704 2.1503 -1.0531
H -1.9666 -1.7022 1.3770
H -0.7394 -2.7189 -0.1503
H -2.7220 0.3407 -1.6390
H -2.1482 1.4218 0.0929
H 2.3474 0.6291 2.6232

Charges in e, computed with natural (NBO), in the same order as the atoms: atom 1 (C): -0.880, atom 2 (Si): 0.369, atom 3 (Si): 0.674, atom 4 (Si): 0.146, atom 5 (S): -0.071, atom 6 (H): 0.246, atom 7 (H): 0.242, atom 8 (H): -0.122, atom 9 (H): -0.114, atom 10 (H): -0.108, atom 11 (H): -0.160, atom 12 (H): -0.156, atom 13 (H): -0.111, atom 14 (H): -0.088, atom 15 (H): 0.133

=====

Formula: CH11B2NO2Tl
Source: the Open Molecules 2025 dataset
Level of theory: ωB97M-V/def2-TZVPD

## Properties
Net charge = +1
Orbital gap = 2.221 eV
Lowest unoccupied orbital energy = -0.400 hartree
HOMO energy = -13.097 eV
Relative energy (zero: lowest compared OMol25 entry of this formula, charge and spin) = 11.4 kcal/mol
Spin multiplicity = 1

Geometry (Å):
Tl -3.0315 -0.2981 -0.1455
B 0.8551 0.2938 2.4455
H 0.3002 -0.6227 2.5739
H 0.1652 1.1233 2.4397
H 1.5855 0.4098 3.2312
H 1.3656 0.2224 1.4976
B -4.1924 -3.9974 2.6965
H -4.3461 -4.7737 3.4300
H -4.1653 -3.0647 3.2384
H -3.3081 -4.1755 2.1045
H -5.0629 -3.9284 2.0627
C 3.2795 2.4280 -4.0449
N 2.2206 3.0596 -3.1328
O 1.3277 2.3315 -2.7227
O 2.3681 4.2573 -2.8350
H 4.2567 2.4254 -3.5620
H 3.3437 2.9220 -5.0144
H 3.0381 1.3876 -4.2627

Charges in e, computed with natural (NBO), in the same order as the atoms: atom 1 (Tl): 0.997, atom 2 (B): -0.457, atom 3 (H): 0.118, atom 4 (H): 0.074, atom 5 (H): 0.121, atom 6 (H): 0.137, atom 7 (B): -0.456, atom 8 (H): 0.137, atom 9 (H): 0.152, atom 10 (H): 0.061, atom 11 (H): 0.116, atom 12 (C): -0.493, atom 13 (N): 0.529, atom 14 (O): -0.393, atom 15 (O): -0.355, atom 16 (H): 0.243, atom 17 (H): 0.243, atom 18 (H): 0.227

=====

Formula: CH11N2O3
Source: the Open Molecules 2025 dataset
Level of theory: ωB97M-V/def2-TZVPD

## Properties
Net charge = +1
Orbital gap = 12.415 eV
Lowest unoccupied orbital energy = -0.101 hartree
HOMO energy = -15.174 eV
Relative energy (zero: lowest compared OMol25 entry of this formula, charge and spin) = 9.6 kcal/mol
Spin multiplicity = 1

Geometry (Å):
N 0.9251 -0.2575 -0.5517
C 0.5086 0.8530 -1.0639
N -0.7081 1.1156 -1.4818
H 0.2414 -0.9678 -0.3350
H 1.9219 -0.4319 -0.5239
H 1.1828 1.6727 -1.2880
H -0.9442 2.0428 -1.7780
H -1.4458 0.4264 -1.4316
H 4.2908 -0.2897 -0.9996
H 4.3737 0.3340 0.3550
O 3.7557 0.2270 -0.3797
H -2.7363 -1.1775 -0.2618
H -1.9315 -1.2072 0.9735
O -1.8015 -1.0335 0.0172
H -2.3380 0.3591 2.6216
H -3.2686 -0.4812 3.3059
O -2.4532 -0.5706 2.8131

Charges in e, computed with natural (NBO), in the same order as the atoms: atom 1 (N): -0.711, atom 2 (C): 0.397, atom 3 (N): -0.710, atom 4 (H): 0.443, atom 5 (H): 0.460, atom 6 (H): 0.223, atom 7 (H): 0.425, atom 8 (H): 0.437, atom 9 (H): 0.489, atom 10 (H): 0.498, atom 11 (O): -0.968, atom 12 (H): 0.494, atom 13 (H): 0.521, atom 14 (O): -1.011, atom 15 (H): 0.471, atom 16 (H): 0.487, atom 17 (O): -0.946